Record 1
{"formula": "C5H26O8", "method": "ωB97M-V/def2-TZVPD", "lumo_energy_ev": 0.4, "multiplicity": 1, "mol_weight_g_mol": 214.255, "e_above_lowest_ev": 3.1649, "smiles": "CO.CO.CO.CO.CO.O.O.O", "total_charge": 0, "homo_lumo_gap_ev": 10.0, "symbols": ["C", "O", "H", "H", "H", "H", "C", "O", "H", "H", "H", "H", "C", "O", "H", "H", "H", "H", "C", "O", "H", "H", "H", "H", "C", "O", "H", "H", "H", "H", "O", "H", "H", "O", "H", "H", "O", "H", "H"], "xyz": [[1.36192, 3.68141, 1.76796], [1.35038, 2.30712, 1.25182], [2.15426, 3.71213, 2.53511], [1.61123, 4.35993, 0.89763], [0.39553, 4.03028, 2.10831], [0.42330, 2.07671, 1.17715], [-2.01615, -3.37494, -0.11842], [-2.61763, -2.59707, 0.85608], [-2.23427, -4.42837, 0.11286], [-2.36649, -3.20064, -1.19775], [-0.89280, -3.32276, -0.11780], [-2.13226, -1.73022, 0.96169], [0.38637, -1.66406, 2.62928], [1.00383, -1.57781, 1.32809], [-0.03883, -0.68996, 3.03517], [-0.42412, -2.37455, 2.50315], [1.05789, -2.18848, 3.29036], [1.75448, -1.00195, 1.34551], [-0.97060, -0.51612, -3.77583], [-0.26744, -0.38434, -2.55541], [-1.94027, -0.09059, -3.50272], [-0.39886, 0.01089, -4.55702], [-1.16723, -1.53616, -4.18678], [0.54357, -0.85120, -2.57294], [-1.90952, 2.78320, -0.23520], [-1.25502, 2.02674, 0.80393], [-2.43072, 3.58970, 0.24719], [-1.17537, 3.15536, -1.02533], [-2.65144, 2.18650, -0.73021], [-1.06480, 1.14408, 0.36404], [2.60817, -1.08095, -1.97173], [2.63512, -0.40066, -1.27711], [2.54946, -1.83506, -1.42959], [3.14571, 0.23260, 0.89028], [4.11373, 0.25304, 1.06247], [2.68805, 1.05690, 1.07461], [-0.97794, -0.45254, -0.12623], [-0.09169, -0.79620, 0.23944], [-0.75955, -0.51197, -1.10206]], "nbo_charge": [-0.257, -0.804, 0.180, 0.169, 0.189, 0.506, -0.240, -0.746, 0.171, 0.146, 0.158, 0.500, -0.271, -0.769, 0.183, 0.198, 0.179, 0.503, -0.251, -0.741, 0.193, 0.177, 0.173, 0.502, -0.252, -0.791, 0.181, 0.162, 0.173, 0.509, -0.955, 0.492, 0.469, -1.018, 0.493, 0.523, -1.034, 0.497, 0.500]}

Record 2
{"formula": "C2H4N2O2", "method": "ωB97M-V/def2-TZVPD", "lumo_energy_ev": 0.5, "multiplicity": 1, "mol_weight_g_mol": 88.066, "e_above_lowest_ev": 2.2693, "smiles": "N/N=C\\C(=O)O", "total_charge": 0, "homo_lumo_gap_ev": 10.1, "symbols": ["N", "N", "C", "C", "O", "O", "H", "H", "H", "H"], "xyz": [[-0.80694, 0.75411, -1.62339], [-1.05866, 1.14008, -0.36290], [-0.51093, 0.63581, 0.67336], [0.50108, -0.42398, 0.65577], [1.11481, -0.80664, 1.63602], [0.73002, -1.01632, -0.55238], [-0.55293, -0.25899, -1.76827], [-1.55315, 1.09109, -2.12715], [-0.84315, 1.02868, 1.59311], [1.30887, -1.80746, -0.43758]], "nbo_charge": [-0.598, -0.149, -0.151, 0.719, -0.579, -0.720, 0.384, 0.365, 0.215, 0.513]}

Record 3
{"formula": "C27H12F5N6OS5Tl", "method": "ωB97M-V/def2-TZVPD", "lumo_energy_ev": -1.5, "multiplicity": 1, "mol_weight_g_mol": 896.142, "e_above_lowest_ev": 0.5206, "total_charge": 0, "homo_lumo_gap_ev": 5.9, "symbols": ["Tl", "C", "C", "N", "C", "C", "N", "C", "C", "C", "C", "C", "N", "C", "C", "N", "C", "C", "N", "C", "C", "C", "N", "C", "C", "H", "H", "H", "H", "H", "H", "H", "H", "H", "H", "H", "H", "F", "C", "C", "F", "C", "F", "C", "S", "C", "F", "C", "F", "O", "C", "S", "C", "C", "S", "S", "S"], "xyz": [[-1.06910, 0.67293, 1.99617], [3.66205, 1.17968, 2.91592], [2.30597, 1.47091, 2.88518], [1.58550, 1.29351, 1.78623], [2.20927, 0.81463, 0.71652], [3.55727, 0.46932, 0.77722], [4.28811, 0.65859, 1.86838], [1.40772, 0.63323, -0.52579], [2.03956, 0.60974, -1.76057], [1.28722, 0.38667, -2.90486], [-0.08046, 0.22330, -2.75503], [-0.65129, 0.31517, -1.49054], [0.08455, 0.50626, -0.39481], [-2.13290, 0.20210, -1.31400], [-3.00406, 0.20560, -2.40100], [-4.32165, 0.13493, -2.26176], [-4.77951, 0.05273, -1.02129], [-3.92741, 0.03816, 0.07431], [-2.61281, 0.11960, -0.07564], [1.92326, 0.33555, -4.24263], [1.53436, -0.60815, -5.18551], [2.15888, -0.61183, -6.42321], [3.11488, 0.24422, -6.77154], [3.47948, 1.14480, -5.86382], [2.92428, 1.23152, -4.59634], [4.24413, 1.35491, 3.81167], [1.79500, 1.84450, 3.76429], [4.05553, 0.00680, -0.06509], [3.10688, 0.75874, -1.83199], [-0.69089, 0.04353, -3.62584], [-2.63937, 0.27862, -3.41566], [-5.85180, 0.00507, -0.88115], [-4.30817, -0.02822, 1.08326], [0.77713, -1.34728, -4.95921], [1.87451, -1.34446, -7.16986], [4.25608, 1.83993, -6.16175], [3.25259, 2.00370, -3.91316], [-0.74704, -6.60011, 1.67163], [-0.60385, -5.33869, 2.06715], [-0.86474, -4.29628, 1.19520], [-1.26627, -4.54668, -0.05162], [-0.69776, -2.98996, 1.62046], [-0.95776, -2.02708, 0.71643], [-0.28136, -2.65367, 2.89534], [-0.00727, -1.01164, 3.50528], [-0.03887, -3.72592, 3.74866], [0.36461, -3.49978, 5.00010], [-0.18982, -5.04361, 3.35602], [0.06239, -6.02980, 4.21224], [-2.26858, 5.92414, 5.83531], [-2.33040, 5.05934, 5.00542], [-1.57736, 5.16732, 3.40897], [-2.19890, 3.65289, 2.77607], [-2.94585, 2.89142, 3.61772], [-3.45260, 1.31255, 3.25518], [-3.17915, 3.52236, 5.23640], [-1.67419, 3.09419, 1.26098]], "mulliken_charge": [0.881, -0.355, -0.323, 0.004, -0.124, -0.358, -0.624, 0.311, -0.781, 0.723, -0.886, 0.717, 0.408, -0.352, -0.438, -0.615, -0.431, -0.353, 0.446, 0.294, -0.522, -0.404, -0.606, -0.385, -0.518, 0.404, 0.486, 0.442, 0.614, 0.559, 0.435, 0.409, 0.334, 0.474, 0.365, 0.368, 0.473, -0.292, 0.660, -0.448, -0.293, -0.005, 0.138, 0.545, -0.326, 0.095, -0.312, 0.160, -0.282, -0.554, 0.564, -0.161, 0.125, 0.184, -0.387, -0.162, -0.319]}

Record 4
{"formula": "C34H32BrF4PPdSi2", "method": "ωB97M-V/def2-TZVPD", "lumo_energy_ev": 0.0, "multiplicity": 1, "mol_weight_g_mol": 790.092, "e_above_lowest_ev": 0.5850, "total_charge": 0, "homo_lumo_gap_ev": 7.6, "symbols": ["Pd", "F", "C", "C", "F", "C", "F", "C", "P", "C", "C", "C", "C", "C", "C", "C", "C", "C", "C", "C", "C", "C", "Br", "C", "F", "H", "H", "H", "H", "H", "H", "H", "H", "H", "H", "C", "Si", "C", "C", "C", "C", "C", "C", "C", "H", "H", "H", "H", "H", "H", "H", "H", "H", "H", "H", "C", "Si", "C", "C", "C", "C", "C", "C", "C", "H", "H", "H", "H", "H", "H", "H", "H", "H", "H", "H"], "xyz": [[-0.50465, 0.99043, 0.18333], [2.95678, 7.37331, 0.34339], [2.71743, 6.07305, 0.25055], [3.76174, 5.18230, 0.10311], [5.01259, 5.62497, 0.05370], [3.49028, 3.82690, 0.01360], [4.53821, 3.01434, -0.12323], [2.19895, 3.32102, 0.06000], [1.89151, 1.49531, 0.10259], [2.84037, 0.90709, -1.32738], [3.34936, -0.38952, -1.32694], [3.94572, -0.90761, -2.46621], [4.02091, -0.14468, -3.62191], [3.49349, 1.13861, -3.63588], [2.90362, 1.66142, -2.49571], [2.87295, 1.09510, 1.59127], [4.19778, 0.66983, 1.59755], [4.83704, 0.40180, 2.79912], [4.16706, 0.57311, 4.00182], [2.85199, 1.01579, 4.00441], [2.20647, 1.26513, 2.80463], [1.16109, 4.24558, 0.19578], [-0.65477, 3.72982, 0.20292], [1.41565, 5.59999, 0.29311], [0.42964, 6.48485, 0.42151], [3.26750, -1.00869, -0.44122], [4.34189, -1.91482, -2.45216], [4.48431, -0.55039, -4.51160], [3.53758, 1.73573, -4.53735], [2.48934, 2.66277, -2.52219], [4.74156, 0.56019, 0.66940], [5.86596, 0.06613, 2.79377], [4.66951, 0.36115, 4.93666], [2.32285, 1.15168, 4.93846], [1.17039, 1.58743, 2.80699], [-3.42658, 0.99799, 1.89395], [-2.86103, 0.65783, 0.11626], [-3.50686, 2.06140, -0.98749], [-3.91791, -0.79822, -0.46740], [-3.80200, -1.24930, -1.78542], [-4.53464, -2.32652, -2.25546], [-5.42095, -2.98101, -1.40910], [-5.57234, -2.53611, -0.10557], [-4.82747, -1.45819, 0.35478], [-4.51421, 1.08589, 1.95914], [-2.99508, 1.93118, 2.26540], [-3.10669, 0.20477, 2.57432], [-4.59987, 2.04215, -0.98753], [-3.16881, 1.94429, -2.01899], [-3.19201, 3.05294, -0.65394], [-3.10797, -0.75587, -2.46191], [-4.41182, -2.66162, -3.27820], [-5.98660, -3.83274, -1.76545], [-6.26348, -3.03701, 0.56166], [-4.96109, -1.13901, 1.38230], [0.36978, -1.36503, 1.58570], [-0.55048, -1.28318, -0.10686], [0.24092, -1.40225, -1.82660], [-1.57066, -2.87737, 0.04846], [-1.39648, -3.89693, -0.89069], [-2.00788, -5.13609, -0.74365], [-2.83040, -5.37644, 0.34494], [-3.03022, -4.37309, 1.28373], [-2.40574, -3.14647, 1.13378], [1.44829, -1.53104, 1.61170], [-0.08117, -2.13785, 2.21375], [0.11726, -0.41082, 2.07227], [1.04034, -2.13186, -1.96172], [0.60293, -0.42956, -2.15259], [-0.58003, -1.69364, -2.49028], [-0.76403, -3.73566, -1.75507], [-1.84430, -5.90969, -1.48387], [-3.31496, -6.33760, 0.46290], [-3.67991, -4.54683, 2.13298], [-2.57794, -2.38051, 1.88389]], "mulliken_charge": [-0.432, -0.287, 0.605, 0.289, -0.293, 0.331, -0.384, -0.391, 0.589, 0.426, -0.138, -0.735, -0.675, -0.694, -0.693, 0.791, -0.003, -0.729, -0.565, -0.707, -0.599, -0.130, -0.110, 0.308, -0.321, 0.505, 0.453, 0.404, 0.420, 0.430, 0.406, 0.429, 0.387, 0.431, 0.308, -1.291, 0.746, -1.424, 0.385, -0.264, -0.720, -0.494, -0.549, -0.080, 0.398, 0.314, 0.298, 0.403, 0.264, 0.424, 0.230, 0.395, 0.394, 0.417, 0.222, -1.290, 0.791, -1.516, 0.657, -0.409, -0.755, -0.498, -0.962, -0.052, 0.355, 0.604, 0.101, 0.441, 0.347, 0.577, 0.281, 0.398, 0.370, 0.436, 0.432]}

Record 5
{"formula": "NO4S", "method": "ωB97M-V/def2-TZVPD", "lumo_energy_ev": -7.8, "multiplicity": 1, "mol_weight_g_mol": 110.070, "e_above_lowest_ev": 0.8920, "total_charge": 1, "homo_lumo_gap_ev": 10.7, "symbols": ["N", "O", "O", "O", "O", "S"], "xyz": [[-1.03383, -0.01048, -0.06789], [-1.63675, -0.52747, -0.86718], [2.32342, 0.29501, 1.00409], [0.52894, 0.03770, -0.63684], [-1.02772, 0.48194, 0.94836], [2.02085, 0.18534, -0.38702]], "nbo_charge": [0.811, -0.059, -0.658, -0.807, -0.085, 1.798]}

Record 6
{"formula": "C4H6N2O", "method": "ωB97M-V/def2-TZVPD", "lumo_energy_ev": 0.7, "multiplicity": 1, "mol_weight_g_mol": 98.105, "e_above_lowest_ev": 3.7044, "smiles": "CNc1cnco1", "total_charge": 0, "homo_lumo_gap_ev": 8.4, "symbols": ["C", "N", "C", "C", "N", "C", "O", "H", "H", "H", "H", "H", "H"], "xyz": [[-2.01870, 0.24705, -0.13420], [-0.94737, -0.64597, 0.02325], [0.26380, -0.26407, 0.00810], [0.86556, 0.91241, 0.04196], [2.29151, 0.87266, -0.10827], [2.46693, -0.43462, -0.09220], [1.32485, -1.16708, 0.03855], [-1.63502, 1.20417, -0.68033], [-2.38709, 0.52080, 1.04149], [-2.94404, -0.43415, -0.59082], [-0.96241, -1.78102, -0.01511], [0.26806, 1.93402, 0.48632], [3.41393, -0.96420, -0.01874]], "nbo_charge": [-0.417, -0.612, 0.408, -0.240, -0.431, 0.281, -0.448, 0.237, 0.185, 0.223, 0.418, 0.202, 0.196]}